Record 1
{
  "formula": "C25H30BNO15S",
  "method": "the ωB97M-V functional and the def2-TZVPD basis",
  "species": ["C", "O", "B", "O", "C", "N", "C", "O", "C", "C", "C", "C", "S", "H", "H", "H", "H", "H", "H", "H", "H", "H", "H", "H", "H", "H", "H", "H", "H", "H", "H", "C", "C", "C", "O", "C", "C", "C", "O", "O", "O", "H", "H", "H", "H", "C", "C", "C", "O", "C", "C", "C", "O", "O", "O", "H", "H", "H", "H", "C", "C", "C", "O", "C", "C", "C", "O", "O", "O", "H", "H", "H", "H"],
  "xyz": [[1.142, 1.877, -1.418], [1.844, 3.024, -0.908], [1.068, 3.744, -0.037], [0.834, 3.162, 1.196], [0.485, 5.159, -0.444], [-0.026, 5.170, -1.823], [-0.527, 5.730, 0.601], [-1.776, 6.083, 0.063], [-2.698, 5.016, 0.152], [-3.226, 4.566, -1.211], [-2.643, 3.228, -1.655], [-3.287, 1.964, -1.112], [-2.712, 1.448, 0.518], [1.016, 1.978, -2.493], [0.151, 1.770, -0.969], [1.694, 0.979, -1.166], [-0.078, 2.882, 1.322], [1.340, 5.840, -0.421], [-0.089, 4.244, -2.219], [0.566, 5.713, -2.430], [-0.681, 5.004, 1.398], [-0.103, 6.617, 1.068], [-2.192, 4.172, 0.620], [-3.522, 5.316, 0.802], [-2.886, 5.316, -1.922], [-4.314, 4.545, -1.204], [-2.700, 3.169, -2.743], [-1.584, 3.220, -1.401], [-4.373, 2.021, -1.142], [-3.005, 1.120, -1.736], [-3.101, 2.476, 1.267], [4.167, -2.263, -1.600], [4.575, -3.502, -1.913], [3.763, -4.732, -1.571], [4.223, -5.804, -1.917], [2.510, -4.563, -0.863], [2.104, -3.325, -0.549], [2.908, -2.098, -0.910], [2.432, -1.024, -0.584], [0.979, -3.059, 0.093], [5.705, -3.769, -2.540], [4.739, -1.379, -1.840], [1.942, -5.447, -0.611], [0.931, -2.086, 0.181], [5.742, -4.742, -2.638], [-1.879, -3.998, 0.892], [-2.206, -2.753, 0.516], [-3.200, -2.484, -0.595], [-3.414, -1.314, -0.859], [-3.813, -3.607, -1.271], [-3.485, -4.851, -0.891], [-2.499, -5.122, 0.223], [-2.287, -6.291, 0.490], [-3.979, -5.945, -1.440], [-1.706, -1.665, 1.073], [-1.171, -4.202, 1.683], [-4.514, -3.404, -2.068], [-3.569, -6.696, -0.966], [-2.141, -0.891, 0.655], [2.077, -2.447, 3.399], [3.219, -1.765, 3.229], [3.249, -0.375, 2.633], [4.342, 0.152, 2.537], [2.000, 0.230, 2.218], [0.861, -0.456, 2.383], [0.826, -1.835, 2.995], [-0.267, -2.361, 3.108], [-0.335, -0.003, 2.021], [4.412, -2.229, 3.558], [2.045, -3.439, 3.825], [2.021, 1.215, 1.769], [-0.976, -0.702, 2.263], [5.049, -1.522, 3.329]],
  "forces_ev_per_angstrom": [[0.30, -0.12, 0.40], [-0.29, 0.15, -0.69], [0.19, -0.11, 0.31], [-0.18, -0.28, -0.11], [-0.03, 0.05, -0.07], [-0.09, 0.10, 0.03], [0.21, 0.27, -0.16], [-0.04, -0.12, 0.19], [-0.30, -0.07, -0.11], [0.38, 0.03, 0.14], [-0.07, 0.05, -0.31], [-0.04, 0.13, -0.11], [0.17, -0.17, 0.14], [0.11, 0.01, -0.14], [-0.10, 0.02, 0.07], [0.09, -0.06, -0.18], [-0.17, 0.10, 0.36], [0.18, -0.04, 0.06], [0.15, 0.00, -0.07], [0.02, 0.06, -0.06], [0.12, 0.04, 0.20], [-0.01, 0.16, -0.02], [-0.11, -0.03, 0.13], [-0.05, 0.10, 0.09], [-0.17, 0.13, -0.06], [-0.12, -0.06, -0.13], [-0.02, -0.01, -0.11], [0.03, -0.09, -0.03], [-0.10, 0.01, 0.09], [0.00, -0.14, 0.01], [-0.22, 0.15, 0.09], [-0.01, 0.10, 0.03], [-0.04, 0.09, 0.04], [-0.20, -0.03, 0.12], [0.07, 0.01, -0.03], [-0.01, -0.10, 0.00], [0.12, -0.12, -0.07], [0.21, 0.00, -0.08], [-0.05, -0.10, 0.03], [-0.11, -0.01, 0.06], [0.12, 0.00, -0.07], [0.02, -0.01, -0.01], [-0.03, 0.00, 0.01], [0.03, 0.08, -0.07], [-0.04, -0.02, 0.02], [0.03, 0.01, 0.10], [-0.31, -0.73, -0.02], [0.08, -0.09, -0.01], [-0.01, 0.02, -0.11], [-0.04, 0.09, -0.03], [-0.02, 0.09, -0.03], [0.09, 0.17, 0.08], [-0.01, -0.04, -0.06], [-0.08, -0.10, -0.08], [-0.77, -0.31, -0.86], [-0.02, 0.07, 0.01], [-0.01, -0.02, 0.00], [0.03, 0.01, 0.03], [-0.11, 0.01, -0.22], [-0.05, -0.10, -0.05], [-0.11, -0.04, 0.00], [-0.33, 0.15, -0.13], [0.14, -0.06, 0.02], [0.23, 0.10, -0.05], [-0.16, 0.22, 0.07], [0.15, -0.14, 0.17], [0.25, -0.09, 0.39], [0.76, 0.66, 0.66], [0.14, -0.10, 0.05], [0.03, -0.01, 0.02], [-0.03, 0.00, 0.03], [0.23, 0.01, 0.13], [-0.02, 0.06, -0.02]],
  "mulliken_charge": [0.046, -0.379, 0.338, -0.585, 0.196, -0.452, -0.933, -0.445, 0.068, -0.793, -0.344, -0.653, -0.102, 0.354, -0.023, -0.112, 0.206, 0.533, 0.124, 0.300, 0.360, 0.373, -0.313, 0.296, 0.446, 0.427, 0.422, -0.147, 0.539, 0.327, 0.161, -1.428, 0.419, 1.067, -0.622, -0.783, 0.045, 0.919, -0.246, -0.124, -0.593, 0.490, 0.522, -0.092, 0.370, -0.556, 0.262, 0.725, -0.513, -1.220, 0.227, 0.932, -0.652, -0.581, -0.259, 0.548, 0.475, 0.380, -0.274, -1.147, 0.234, 1.064, -0.677, -0.572, 0.057, 0.917, -0.693, -0.316, -0.609, 0.483, 0.682, 0.528, 0.374],
  "smiles": "COB(O)[C@@H](N)COCCCCS.O=C1C=C(O)C(=O)C=C1O.O=C1C=C(O)C(=O)C=C1O.O=C1C=C(O)C(=O)C=C1O",
  "homo_energy_ha": -0.334,
  "homo_lumo_gap_ev": 7.43,
  "total_charge": 0
}

Record 2
{
  "formula": "C4H10ClO4P",
  "method": "the ωB97M-V functional and the def2-TZVPD basis",
  "species": ["C", "C", "C", "C", "O", "O", "O", "O", "P", "Cl", "H", "H", "H", "H", "H", "H", "H", "H", "H", "H"],
  "xyz": [[-0.695, 1.528, 0.321], [-0.744, 0.035, 0.826], [0.558, 2.272, 0.488], [-1.172, -0.917, -0.217], [1.519, 1.771, 1.013], [-2.546, -1.000, -0.328], [-0.820, -0.479, -1.542], [-0.619, -2.091, 0.053], [2.810, -1.690, 0.120], [2.248, -1.222, -1.763], [-1.414, 2.274, 0.913], [-1.081, 1.606, -0.722], [0.320, -0.260, 1.007], [-1.397, -0.022, 1.636], [0.541, 3.436, 0.323], [2.333, -0.499, 0.902], [-2.749, -0.531, -1.086], [0.072, -0.316, -1.607], [-1.171, -2.772, -0.091], [4.008, -1.123, -0.245]],
  "forces_ev_per_angstrom": [[-3.05, 0.93, 0.35], [2.89, 2.50, -1.40], [0.79, 1.23, 0.97], [-0.85, 1.66, -2.39], [0.57, 0.27, -0.28], [-0.23, -1.78, 2.73], [-3.19, -0.59, 0.38], [3.85, 1.31, 1.74], [-0.40, 0.35, 1.60], [-0.91, 0.30, -1.27], [1.02, -1.75, -0.98], [0.35, 0.06, 0.66], [-1.04, 0.39, 0.66], [-0.64, -0.43, 1.62], [-0.07, -1.76, -0.23], [0.55, -1.02, -1.06], [-0.92, 1.36, -2.48], [3.36, 0.38, -0.21], [-3.13, -3.70, -1.10], [1.08, 0.28, 0.70]],
  "nbo_charge": [-0.527, -0.465, 0.434, 0.734, -0.548, -0.723, -0.759, -0.699, 0.356, -0.322, 0.236, 0.261, 0.238, 0.237, 0.119, 0.006, 0.488, 0.478, 0.488, -0.034],
  "smiles": "O=CCCC(O)(O)O.PCl",
  "homo_energy_ha": -0.353,
  "homo_lumo_gap_ev": 10.24,
  "total_charge": 0,
  "relative_energy_ev": 0.137
}

Record 3
{
  "formula": "C16H17N",
  "method": "the ωB97M-V functional and the def2-TZVPD basis",
  "species": ["C", "C", "C", "C", "C", "C", "C", "C", "C", "N", "H", "H", "H", "H", "H", "H", "H", "H", "H", "C", "C", "C", "C", "C", "C", "C", "H", "H", "H", "H", "H", "H", "H", "H"],
  "xyz": [[2.389, 1.668, 2.140], [-0.014, 0.967, 1.502], [1.145, 0.862, 2.321], [-0.990, 0.102, 2.053], [0.926, -0.125, 3.257], [-0.418, 1.951, 0.541], [-2.295, 0.000, 1.548], [-1.743, 1.882, 0.061], [-2.654, 0.959, 0.553], [-0.370, -0.623, 3.038], [0.239, 2.726, 0.151], [3.050, 1.707, 3.016], [2.129, 2.716, 1.984], [1.442, -0.397, 4.165], [-0.832, -1.196, 3.723], [-2.970, -0.749, 1.961], [-2.076, 2.589, -0.700], [-3.668, 1.021, 0.171], [3.024, 1.289, 1.328], [-1.668, -2.251, -2.365], [1.351, -0.534, -0.868], [1.952, -0.014, -2.017], [0.203, -1.285, -1.009], [-0.356, -1.531, -2.255], [1.520, -0.416, -3.273], [0.335, -1.140, -3.397], [1.877, -0.436, 0.077], [2.778, 0.681, -1.972], [-0.375, -1.599, -0.139], [2.069, -0.041, -4.132], [-1.544, -3.264, -1.975], [-2.054, -2.276, -3.384], [0.028, -1.419, -4.399], [-2.430, -1.824, -1.705]],
  "forces_ev_per_angstrom": [[0.30, 0.15, 0.39], [-0.17, 0.90, 1.03], [0.26, -0.18, -0.13], [0.18, -0.40, -0.75], [-0.27, -0.20, 0.14], [-0.25, 0.12, -0.66], [0.07, -0.18, 0.47], [0.18, -0.16, 0.35], [-0.17, 0.19, -0.47], [0.17, 0.03, 0.44], [0.11, -0.27, 0.14], [-0.25, -0.38, 0.13], [0.01, 0.06, -0.48], [0.22, -0.02, -0.16], [-0.14, 0.11, -0.23], [-0.08, 0.26, -0.16], [0.04, -0.06, 0.15], [-0.04, -0.24, 0.04], [-0.19, 0.27, -0.17], [-0.16, -0.24, 0.58], [0.87, -0.09, -0.47], [0.15, -0.46, -0.14], [-0.64, 0.08, 0.45], [-0.05, 0.05, -0.60], [-0.41, 0.71, 0.29], [0.72, -0.04, -0.07], [-0.60, 0.31, 0.09], [0.24, -0.14, 0.28], [0.34, 0.02, 0.01], [-0.20, -0.19, -0.11], [-0.04, -0.23, -0.30], [0.07, -0.08, 0.01], [-0.37, -0.03, 0.08], [0.13, 0.30, -0.16]],
  "lowdin_spin": [-0.003, 0.068, 0.030, 0.017, 0.160, 0.219, 0.183, 0.047, 0.137, 0.025, 0.026, 0.002, 0.002, 0.027, 0.002, 0.023, -0.003, 0.009, 0.001, 0.001, 0.009, 0.004, 0.003, 0.001, 0.001, 0.000, 0.002, 0.001, 0.003, 0.000, 0.001, 0.000, 0.000, 0.002],
  "multiplicity": 2,
  "s2": 0.770,
  "homo_energy_ha": [0.018, -0.110],
  "homo_lumo_gap_ev": [2.96, 6.42],
  "total_charge": -1,
  "relative_energy_ev": 0.000
}